ORCA calculation (ωB97M-V/def2-TZVPD) on a molecular structure, C37H42AsF6N5OS3TeTi in a non-equilibrium geometry.

The geometry in XYZ format:
```
97
Properties=species:S:1:pos:R:3:mulliken_charge:R:1
Ti -1.66 -0.85 -0.16 -2.25
C 1.05 -6.01 1.63 -1.19
C 1.53 -5.30 0.37 -0.54
N 1.68 -3.86 0.54 0.06
C 0.55 -3.05 0.61 -0.02
S -0.80 -3.37 -0.42 -0.40
N 0.64 -2.05 1.45 -2.06
N -0.43 -1.16 1.36 2.83
C -0.72 -0.47 2.51 1.22
C 0.08 -0.71 3.75 -2.04
C -1.79 0.40 2.41 -0.36
C -2.18 1.34 3.42 -0.86
C -3.17 2.23 3.18 -0.90
C -3.83 2.23 1.91 -1.28
C -3.47 1.31 0.99 -0.69
N -2.48 0.39 1.20 1.61
H 1.00 -7.09 1.47 0.42
H 1.73 -5.82 2.46 0.31
H 0.06 -5.65 1.90 0.26
H 2.49 -5.70 0.04 0.46
H 0.81 -5.45 -0.43 0.26
H 2.32 -3.60 1.28 0.28
H -0.06 -1.74 4.10 0.40
H 1.15 -0.59 3.55 0.22
H -0.21 -0.03 4.55 0.45
H -1.67 1.34 4.37 0.47
H -3.46 2.94 3.94 0.50
H -4.63 2.93 1.68 0.46
H -3.96 1.26 0.03 0.41
C 2.25 4.69 2.30 -1.84
C 0.86 4.04 2.44 2.45
C -0.09 5.00 3.18 -1.84
C 1.01 2.77 3.29 -1.45
C 0.28 3.74 1.06 0.63
C 0.08 4.81 0.16 -0.26
C -0.51 4.62 -1.08 -1.40
C -0.93 3.34 -1.41 1.41
S -1.81 2.81 -2.81 -0.61
C -1.86 1.20 -2.15 0.24
N -1.27 1.07 -1.01 1.65
C -0.74 2.27 -0.55 -2.23
C -0.11 2.47 0.68 0.27
C -2.58 0.09 -2.76 0.94
C -3.21 0.20 -4.01 -0.99
C -3.92 -0.87 -4.51 -0.87
C -4.00 -2.05 -3.76 -0.86
C -3.35 -2.16 -2.55 0.05
C -2.61 -1.09 -2.00 0.92
H 2.66 4.91 3.29 0.45
H 2.21 5.62 1.73 0.33
H 2.94 4.01 1.79 0.34
H 0.32 5.24 4.17 0.46
H -1.06 4.53 3.32 0.29
H -0.23 5.93 2.63 0.35
H 1.45 3.03 4.26 0.54
H 1.66 2.04 2.80 0.19
H 0.04 2.30 3.47 0.03
H 0.36 5.81 0.44 0.42
H -0.68 5.46 -1.74 0.41
H 0.01 1.62 1.33 -0.20
H -3.14 1.12 -4.57 0.41
H -4.42 -0.80 -5.46 0.40
H -4.58 -2.89 -4.14 0.43
H -3.42 -3.09 -1.99 0.30
O 0.36 -0.91 -1.43 -0.40
S 1.02 -1.06 -2.78 0.16
C 2.31 -2.33 -2.58 0.56
C 2.14 -3.32 -3.73 -0.89
C 0.63 -3.53 -3.85 -0.51
C 0.02 -2.14 -3.86 0.34
H 2.11 -2.78 -1.61 -0.50
H 3.29 -1.83 -2.56 0.36
H 2.68 -4.25 -3.52 0.40
H 2.54 -2.90 -4.66 0.32
H 0.27 -4.07 -2.97 0.08
H 0.36 -4.10 -4.74 0.50
H -1.00 -2.10 -3.47 -0.56
H 0.04 -1.68 -4.85 0.59
Te 2.81 -0.32 0.41 0.36
C 4.37 0.82 -0.48 0.04
C 4.10 2.09 -1.01 -0.25
C 5.10 2.84 -1.62 -0.67
C 6.39 2.34 -1.70 -0.34
C 6.68 1.08 -1.17 -0.57
C 5.67 0.33 -0.57 -0.42
H 3.09 2.49 -0.95 0.42
H 4.87 3.82 -2.02 0.39
H 7.17 2.92 -2.17 0.35
H 7.69 0.69 -1.22 0.35
H 5.90 -0.65 -0.17 0.36
F -2.94 -2.40 1.27 -0.55
As -4.70 -2.45 1.41 2.19
F -4.73 -3.66 0.17 -0.51
F -4.77 -1.22 0.19 -0.49
F -6.42 -2.48 1.51 -0.53
F -4.63 -1.24 2.64 -0.48
F -4.55 -3.68 2.61 -0.53
```

Properties
HOMO level (alpha / beta), eV: -3.18 / -3.19
ΔE to the lowest compared entry with this formula, charge and spin, kcal per mole: 66.2
Orbital gap (alpha / beta), eV: 5.120 / 3.818
Expectation value of S²: 0.76
Total charge: -1
Multiplicity: 2